# 1
This record from the Open Molecules 2025 dataset describes a cluster of 7 separate species, C23H26Cl6N4 in total. The level of theory is ωB97M-V/def2-TZVPD.

Each line ends with the Löwdin charge.
Element x y z (Å)
N -2.371 -7.956 4.437  0.044
C -2.909 -7.861 3.194  -0.126
C -2.712 -6.686 2.440  -0.088
C -1.995 -5.627 2.938  -0.084
C -1.499 -5.720 4.250  -0.084
C -1.726 -6.864 4.973  -0.144
H -3.354 -8.764 2.803  0.097
H -3.080 -6.511 1.440  0.093
H -1.977 -4.717 2.356  0.100
H -0.853 -4.993 4.719  0.097
H -1.353 -6.982 5.980  0.097
N 6.793 2.784 -2.956  0.050
C 6.887 4.009 -3.537  -0.183
C 6.101 5.082 -3.203  -0.075
C 5.183 4.958 -2.083  -0.053
C 5.024 3.701 -1.460  -0.074
C 5.838 2.668 -1.955  -0.134
H 7.567 4.040 -4.375  0.096
H 6.324 6.011 -3.707  0.090
H 4.757 5.844 -1.635  0.092
H 4.447 3.604 -0.552  0.096
H 5.652 1.663 -1.606  0.092
N 0.606 2.760 -6.304  0.041
C 1.687 3.522 -6.454  -0.156
C 1.725 4.650 -7.282  -0.075
C 0.581 4.962 -7.954  -0.101
C -0.531 4.144 -7.867  -0.090
C -0.502 3.003 -7.087  -0.120
H 2.485 3.139 -5.836  0.100
H 2.568 5.309 -7.140  0.101
H 0.561 5.824 -8.604  0.105
H -1.449 4.526 -8.288  0.098
H -1.336 2.321 -7.009  0.097
N 0.437 1.833 0.283  0.043
C -0.250 1.316 -0.804  -0.125
C -1.083 0.216 -0.721  -0.085
C -1.132 -0.421 0.513  -0.073
C -0.464 0.137 1.638  -0.073
C 0.314 1.266 1.495  -0.163
H 0.037 1.753 -1.749  0.097
H -1.666 -0.224 -1.516  0.100
H -1.849 -1.228 0.533  0.094
H -0.480 -0.409 2.569  0.090
H 0.931 1.670 2.284  0.099
C 2.797 0.677 7.432  -1.001
Cl 3.260 1.097 9.119  0.475
Cl 2.239 2.114 6.521  0.475
H 3.565 0.141 6.874  0.030
H 2.007 -0.071 7.495  0.021
C -6.074 -3.382 -1.278  -1.137
Cl -4.508 -3.810 -1.558  0.588
Cl -6.112 -1.868 -0.348  0.485
H -6.646 -3.121 -2.169  0.031
H -6.455 -4.251 -0.742  0.029
C -5.258 -1.976 6.209  -0.970
Cl -3.830 -0.969 5.808  0.462
Cl -5.871 -1.448 7.835  0.453
H -5.976 -1.835 5.401  0.025
H -5.072 -3.049 6.241  0.028

As for the orbital gap: 9.85 eV. For the total energy, the calculation gives -3872.07815 hartree. As for the multiplicity: 1. The HOMO energy comes out at -9.6394 eV. The SMILES is c1ccncc1.c1ccncc1.c1ccncc1.c1ccncc1.ClCCl.ClCCl.ClCCl. As for the net charge: 0. Its energy above the lowest of the compared OMol25 structures with the same formula, charge and spin is 182.59 kJ/mol.


# 2
This record from the Open Molecules 2025 dataset describes a structure of composition C23H26ClF6IrN5O7S2. The level of theory is ωB97M-V/def2-TZVPD.

Each line ends with the Löwdin charge.
Element x y z (Å)
Ir 0.125 -1.516 -0.360  1.465
C -2.875 -4.019 -2.311  0.052
C -2.017 -3.472 -1.219  -0.434
O -1.331 -2.449 -1.454  -0.079
N -2.019 -4.093 -0.041  0.117
C -1.198 -3.742 1.113  -0.087
C 0.242 -4.142 0.918  -0.241
C 0.764 -5.327 1.385  0.021
C 2.084 -5.647 1.080  0.004
C 2.827 -4.770 0.312  0.009
C 2.249 -3.587 -0.113  -0.053
N 0.981 -3.282 0.194  -0.057
H -3.216 -3.202 -2.940  0.108
H -3.726 -4.577 -1.927  0.100
H -2.265 -4.685 -2.925  0.116
H -2.600 -4.914 0.038  0.167
H -1.622 -4.240 1.982  0.145
H -1.296 -2.661 1.321  0.119
H 0.152 -5.993 1.978  0.133
H 2.519 -6.569 1.441  0.132
H 3.853 -4.981 0.047  0.132
H 2.796 -2.853 -0.688  0.107
F 4.715 0.553 2.150  0.191
C 3.462 0.157 2.161  -0.679
F 3.367 -1.054 2.703  0.157
F 2.724 1.014 2.863  0.151
S 2.820 0.092 0.430  0.655
O 1.401 -0.343 0.721  -0.461
O 3.597 -0.866 -0.280  -0.239
N 2.887 1.498 -0.121  -0.259
S 1.923 2.762 -0.020  0.649
O 1.110 2.750 1.175  -0.302
O 1.282 3.021 -1.269  -0.237
C 3.202 4.065 0.244  -0.695
F 4.046 4.089 -0.771  0.178
F 2.567 5.225 0.332  0.166
F 3.850 3.814 1.370  0.165
Cl 0.778 3.211 -7.180  0.755
C 0.626 2.274 -5.751  -0.639
C -0.319 2.642 -4.797  -0.067
C -0.434 1.895 -3.646  0.000
C 0.386 0.781 -3.457  -0.152
C 1.329 0.418 -4.423  0.022
C 1.451 1.168 -5.573  -0.066
C 0.275 0.017 -2.244  -0.498
O 0.985 -1.065 -2.052  -0.078
O -0.507 0.254 -1.262  -0.088
H -0.939 3.511 -4.965  0.118
H -1.145 2.175 -2.882  0.125
H 1.966 -0.441 -4.264  0.131
H 2.176 0.912 -6.332  0.119
C -3.392 1.255 2.647  -0.074
C -3.503 2.764 3.258  -0.055
N -2.256 3.402 2.975  -0.098
C -1.150 2.740 3.581  -0.052
C -1.031 1.304 2.830  -0.081
N -2.150 1.191 1.942  -0.124
C -2.084 2.160 0.887  -0.073
C -2.049 3.625 1.584  -0.055
H -4.234 1.085 1.979  0.131
H -3.408 0.537 3.464  0.129
H -3.675 2.706 4.330  0.136
H -4.319 3.296 2.775  0.136
H -1.328 2.589 4.643  0.137
H -0.226 3.290 3.419  0.133
H -1.059 0.517 3.582  0.133
H -0.101 1.289 2.272  0.082
H -2.965 2.081 0.253  0.136
H -1.172 2.049 0.312  0.094
H -2.838 4.243 1.162  0.140
H -1.071 4.068 1.412  0.125

As for the orbital gap (alpha / beta): 6.77 / 6.00 eV. For the total energy, the calculation gives -3652.04727 hartree. As for the multiplicity: 2. As for the expectation value of S²: 0.76. The HOMO energy (alpha / beta) comes out at -13.6279 / -13.6280 eV. As for the net charge: +2. Its energy above the lowest of the compared OMol25 structures with the same formula, charge and spin is 64.38 kJ/mol.


# 3
This record from the Open Molecules 2025 dataset describes a structure of composition C23H26FI2N5O3Ru. The level of theory is ωB97M-V/def2-TZVPD.

Each line ends with the Löwdin charge.
Element x y z (Å)
Ru -4.368 -0.757 -0.064  0.923
F 2.074 -3.092 -0.405  0.089
C 1.689 -1.810 -0.498  -0.174
C 0.358 -1.542 -0.451  0.095
C -0.110 -0.219 -0.493  -0.051
C -1.513 0.085 -0.380  -0.243
O -2.357 -0.881 -0.268  -0.205
C -1.865 1.441 -0.400  -0.029
C -0.889 2.408 -0.527  0.083
N 0.402 2.133 -0.661  0.041
C 1.360 3.226 -0.800  -0.242
C 2.055 3.408 -2.118  -0.078
C 1.008 4.384 -1.680  -0.061
C 0.838 0.809 -0.610  -0.092
C 2.203 0.511 -0.672  0.076
C 2.676 -0.794 -0.607  -0.110
N 4.033 -1.079 -0.662  -0.065
C 4.553 -2.437 -0.870  -0.112
C 6.054 -2.385 -1.149  -0.073
N 6.354 -1.179 -1.989  0.079
C 6.108 0.099 -1.220  -0.058
C 5.036 -0.152 -0.160  -0.116
C -3.259 1.890 -0.208  -0.509
O -3.557 2.958 0.241  0.165
O -4.207 1.022 -0.647  -0.232
H -0.340 -2.361 -0.364  0.140
H -1.169 3.453 -0.528  0.165
H 1.902 3.420 0.116  0.164
H 1.796 2.725 -2.916  0.121
H 3.089 3.723 -2.104  0.114
H 0.063 4.369 -2.206  0.117
H 1.319 5.364 -1.348  0.124
H 2.895 1.328 -0.800  0.106
H 4.044 -2.886 -1.723  0.138
H 4.396 -3.093 -0.012  0.141
H 6.362 -3.278 -1.690  0.149
H 6.658 -2.310 -0.248  0.144
H 5.750 -1.204 -2.812  0.189
H 7.316 -1.202 -2.332  0.194
H 5.813 0.860 -1.940  0.139
H 7.043 0.404 -0.755  0.146
H 4.596 0.796 0.127  0.127
H 5.493 -0.563 0.746  0.143
I -7.044 -1.193 -0.646  1.029
C -6.560 -3.268 -0.626  -1.017
I -4.435 -3.454 -0.764  1.018
H -7.022 -3.752 -1.479  -0.006
H -6.880 -3.692 0.317  -0.008
N -5.774 1.323 1.880  0.188
C -5.078 0.399 2.548  -0.331
C -5.083 0.376 3.963  0.022
C -4.343 -0.546 4.635  -0.007
C -3.563 -1.483 3.925  -0.033
C -3.595 -1.447 2.572  -0.123
N -4.357 -0.540 1.878  -0.076
H -6.279 2.027 2.392  0.139
H -5.677 1.458 0.888  0.062
H -5.679 1.111 4.486  0.135
H -4.349 -0.556 5.717  0.134
H -2.961 -2.219 4.435  0.124
H -3.027 -2.138 1.967  0.089

As for the orbital gap (alpha / beta): 7.39 / 6.68 eV. For the total energy, the calculation gives -2180.78115 hartree. As for the multiplicity: 2. As for the expectation value of S²: 0.76. The HOMO energy (alpha / beta) comes out at -15.9825 / -15.9731 eV. As for the net charge: +3. Its energy above the lowest of the compared OMol25 structures with the same formula, charge and spin is 29.02 kJ/mol.


# 4
This record from the Open Molecules 2025 dataset describes a structure of composition C23H26I2N2ORu. The level of theory is ωB97M-V/def2-TZVPD.

Each line ends with the Löwdin charge.
Element x y z (Å)
Ru 0.183 -0.401 -0.182  1.426
C 1.269 0.516 1.504  -0.263
C 2.241 -0.184 0.735  -0.249
C 1.894 -1.576 0.721  -0.247
C 0.718 -1.745 1.500  -0.261
C 0.322 -0.453 1.993  -0.243
C -0.804 -0.176 2.926  0.022
C 0.064 -3.050 1.785  -0.013
C 2.679 -2.697 0.128  0.000
C 3.458 0.436 0.137  0.007
C 1.348 1.946 1.920  0.007
H -1.224 0.818 2.778  0.088
H -0.433 -0.226 3.953  0.123
H -1.603 -0.907 2.821  0.091
H 0.707 -3.640 2.443  0.116
H -0.100 -3.622 0.872  0.085
H -0.898 -2.923 2.274  0.059
H 3.444 -2.351 -0.563  0.080
H 2.036 -3.421 -0.372  0.101
H 3.190 -3.231 0.933  0.118
H 4.218 0.532 0.917  0.121
H 3.261 1.435 -0.249  0.090
H 3.883 -0.169 -0.661  0.082
H 1.922 2.004 2.849  0.121
H 0.370 2.377 2.124  0.081
H 1.866 2.563 1.187  0.084
I -7.183 1.167 1.262  0.990
C -5.300 0.421 0.819  -0.725
C -5.081 -0.952 0.799  -0.200
C -3.821 -1.448 0.517  -0.631
I -3.549 -3.506 0.441  1.043
C -2.758 -0.577 0.239  -0.373
O -1.546 -1.129 -0.009  -0.269
C -2.992 0.806 0.236  -0.154
C -1.901 1.798 -0.061  -0.110
N -0.918 1.222 -0.998  -0.132
C 0.050 2.194 -1.541  -0.093
C 1.022 1.400 -2.361  -0.231
C 1.637 1.859 -3.507  0.031
C 2.455 0.996 -4.222  0.014
C 2.615 -0.311 -3.783  0.001
C 1.980 -0.702 -2.622  -0.078
N 1.213 0.142 -1.915  -0.027
C -4.259 1.289 0.528  -0.097
H -5.893 -1.636 1.001  0.092
H -1.361 2.100 0.838  0.112
H -2.339 2.698 -0.499  0.145
H -1.449 0.834 -1.781  0.160
H 0.547 2.683 -0.700  0.127
H -0.443 2.963 -2.137  0.149
H 1.463 2.872 -3.845  0.138
H 2.946 1.334 -5.125  0.136
H 3.218 -1.021 -4.329  0.132
H 2.070 -1.709 -2.239  0.113
H -4.436 2.358 0.524  0.112

As for the orbital gap (alpha / beta): 5.36 / 5.36 eV. For the total energy, the calculation gives -1766.55383 hartree. As for the multiplicity: 1. The HOMO energy (alpha / beta) comes out at -13.3331 / -13.3336 eV. As for the net charge: +2.